<a>
An isolated molecule of C3H3IN2O, computed with the ωB97M-V functional and the def2-TZVPD basis.

Output
E_HOMO = -9.79 eV
Net charge = 0

Atoms and positions in Å:
1 C 1.32 -0.38 0.05
2 C -0.08 -0.86 0.01
3 O -0.53 -1.96 0.02
4 N -1.10 0.21 0.04
5 I -3.08 -0.33 0.01
6 C -0.80 1.52 -0.01
7 N -0.59 2.62 -0.09
8 H 1.76 0.00 0.91
9 H 1.86 -1.26 -0.40
10 H 1.24 0.44 -0.54

natural (NBO) atomic charge list, values in e, 8 entries: C -0.719; C 0.721; O -0.528; N -0.693; I 0.412; C 0.388; N -0.334; H 0.261

=====

<b>
A cluster of 2 separate species, C3H3IN2O in total, computed with the ωB97M-V functional and the def2-TZVPD basis.

Output
E_HOMO = -9.35 eV
Net charge = 0

Atoms and positions in Å:
1 N -1.31 2.95 -0.17
2 C -1.05 1.85 0.06
3 C -0.84 0.44 0.37
4 O -0.03 0.14 1.45
5 C -1.36 -0.51 -0.40
6 N -1.70 -1.46 -1.11
7 H 0.75 0.66 1.35
8 H -2.70 -1.72 -1.03
9 I 3.64 -0.58 0.10
10 H 4.61 -1.78 -0.62

natural (NBO) atomic charge list, values in e, 8 entries: N -0.290; C 0.225; C -0.023; O -0.650; C 0.425; N -0.558; H 0.480; H 0.392

=====

In terms of stability, <a> leads; the second structure lies 0.0406 hartree higher.